one.
The following is a DFT calculation (ωB97M-V/def2-TZVPD) of the ion C4H14N3 with charge +1.

Atoms and positions in Å:
C1 0.34047 0.61202 -1.45745
C2 1.80454 -1.40771 0.27085
C3 -1.62038 0.58900 0.26371
C4 0.24665 0.57299 0.00669
N1 -2.13995 -0.63350 -0.29492
N2 0.80542 1.50291 0.90596
N3 0.50554 -0.79232 0.62672
H1 -0.57088 0.19709 -1.80348
H2 0.33146 1.66791 -1.88519
H3 1.10393 0.12745 -2.00253
H4 2.64820 -0.90365 0.69815
H5 1.93800 -2.50994 0.65072
H6 1.88512 -1.27601 -0.83243
H7 -2.05446 1.57886 0.07036
H8 -1.55229 0.42323 1.33598
H9 -2.84104 -0.58046 -1.08630
H10 -2.42325 -1.12276 0.45769
H11 0.13212 1.55110 1.64970
H12 1.14866 2.31228 0.52075
H13 -0.24858 -1.48443 0.27739
H14 0.56073 -0.42407 1.62761

Properties
Multiplicity: 1
Total charge: +1
SMILES string: C[NH2+][C@](C)(N)CN
E_HOMO, eV: -12.977
Orbital gap, Eh: 0.3704

Atom charges from the natural (NBO) analysis, given in e for atoms 1 to 2:
1 C -0.690
2 C -0.445



two.
The following is a DFT calculation (ωB97M-V/def2-TZVPD) of a cluster of 2 separate species, C4H14N3 in total.

Atoms and positions in Å:
C1 0.11897 -0.03327 -1.77689
C2 -1.83057 -0.27328 -0.34379
N1 -1.02630 0.50730 -1.05990
N2 -1.32001 -1.22023 0.44006
N3 -3.12630 0.02346 -0.21031
H1 -1.25058 1.46405 -1.27456
H2 -0.31676 -1.33720 0.45977
H3 -1.92131 -1.92553 0.83155
H4 -3.60087 0.78639 -0.66021
H5 -3.72929 -0.68381 0.17793
H6 1.04364 0.49635 -1.56223
H7 -0.04533 0.05183 -2.86008
H8 0.21608 -1.11433 -1.74915
C3 2.30099 1.16653 0.99288
C4 1.94479 -0.27294 1.35970
H9 3.33541 1.18123 0.67949
H10 1.55735 1.59654 0.31463
H11 2.04169 1.79990 1.84842
H12 0.94539 -0.63506 1.08744
H13 2.11560 -0.52188 2.40790
H14 2.54742 -1.05605 0.89733

Properties
Multiplicity: 1
Total charge: +1
E_HOMO, eV: -14.721
Orbital gap, Eh: 0.4271

Atom charges from the natural (NBO) analysis, given in e for atoms 1 to 2:
1 C -0.447
2 C 0.685



three.
The following is a DFT calculation (ωB97M-V/def2-TZVPD) of a cluster of 2 separate species, C4H14N3 in total.

Atoms and positions in Å:
C1 -0.23757 -2.13733 1.56025
C2 -0.85181 -0.76630 -0.39165
N1 -0.35848 -1.92620 0.12138
N2 -1.20839 -0.71089 -1.67805
N3 -1.48849 0.11000 0.41017
H1 -0.16800 -2.65177 -0.55441
H2 -0.83364 -1.29366 -2.41816
H3 -1.68231 0.07612 -2.11902
H4 -1.40680 -0.04137 1.39834
H5 -1.97802 0.92443 0.11078
H6 -1.25478 -2.00130 1.91896
H7 0.31636 -1.32343 2.04848
H8 0.26157 -3.08735 1.80217
C3 0.82327 2.20425 -0.54590
C4 1.97949 1.38408 0.02046
H9 1.20446 2.89941 -1.33739
H10 -0.05830 1.69432 -0.96037
H11 0.26632 2.96754 0.06184
H12 2.07114 0.54152 -0.66070
H13 1.71703 1.16517 1.04632
H14 2.88693 1.97279 0.16648

Properties
Multiplicity: 1
Total charge: +1
E_HOMO, eV: -14.673
Orbital gap, Eh: 0.4211

Atom charges from the natural (NBO) analysis, given in e for atoms 1 to 2:
1 C -0.430
2 C 0.681



In order of decreasing stability: two, three, one.



one.
The following is a DFT calculation (ωB97M-V/def2-TZVPD) of a cluster of 2 separate species, C4H14N3 in total.

Atoms and positions in Å:
C1 -1.75275 1.64989 0.40063
N1 -1.08687 1.25391 1.64084
C2 0.20178 0.70583 1.37896
N2 0.24563 -0.80853 1.21917
H1 -2.71057 2.12415 0.73140
H2 -1.25725 2.42295 -0.24027
H3 -2.09167 0.74668 -0.12611
H4 -1.01159 2.16592 2.15427
H5 0.93305 0.93900 2.15981
H6 0.63586 1.15616 0.42702
H7 0.45275 -1.24989 2.09475
H8 -0.71078 -1.08599 1.03621
C3 0.00812 -0.57054 -1.94233
C4 1.96046 -1.48680 -0.64558
N3 0.98873 -1.61044 -1.48173
H9 -0.98519 -1.02394 -1.88819
H10 0.27625 -0.24406 -2.95974
H11 0.11493 0.29972 -1.28218
H12 2.07622 -0.65252 0.04315
H13 2.67984 -2.32415 -0.68604
H14 1.03303 -2.40736 -2.03404

Properties
Multiplicity: 1
Total charge: +1
E_HOMO, eV: -12.850
Orbital gap, Eh: 0.3072

Atom charges from the natural (NBO) analysis, given in e for atoms 1 to 2:
1 C -0.446
2 N -0.624



two.
The following is a DFT calculation (ωB97M-V/def2-TZVPD) of a cluster of 2 separate species, C4H14N3 in total.

Atoms and positions in Å:
C1 -2.73535 0.99101 0.42327
C2 -2.07007 1.78538 -0.73651
H1 -3.24395 0.10463 0.08320
H2 -1.93556 0.83605 1.15330
H3 -3.34098 1.67615 1.01578
H4 -1.53774 2.63781 -0.31679
H5 -2.77319 2.15052 -1.49774
H6 -1.33696 1.24550 -1.34632
C3 1.36989 0.87171 -0.20111
C4 1.58672 -1.54483 0.12487
N1 1.47596 -0.50875 -0.70495
N2 2.28355 -1.45893 1.25322
N3 1.04533 -2.71928 -0.22459
H7 0.88512 -0.65031 -1.51180
H8 2.41668 -0.54383 1.65631
H9 2.43994 -2.19919 1.91716
H10 0.39138 -2.77561 -0.98754
H11 1.13067 -3.53771 0.35214
H12 1.07188 1.51446 -1.04523
H13 2.36779 1.21625 0.12378
H14 0.50886 0.90896 0.46954

Properties
Multiplicity: 1
Total charge: +1
E_HOMO, eV: -14.571
Orbital gap, Eh: 0.4209

Atom charges from the natural (NBO) analysis, given in e for atoms 1 to 2:
1 C -0.613
2 C -0.608



In order of decreasing stability: two, one.



one.
The following is a DFT calculation (ωB97M-V/def2-TZVPD) of a cluster of 2 separate species, C5H14NO2 in total.

Atoms and positions in Å:
C1 1.45594 -1.25628 0.29949
O1 1.35361 -1.29363 -1.10514
C2 1.04057 0.14436 0.74102
C3 -0.29526 0.58523 0.01012
C4 -1.58486 -0.15069 0.47416
C5 -2.62941 0.22147 -0.62498
N1 1.13775 0.35968 2.23174
H1 2.53200 -1.46426 0.41168
H2 0.73225 -2.03424 0.71052
H3 1.88954 0.84209 0.52677
H4 -0.04186 0.38443 -1.05325
H5 -0.56668 1.60575 0.10861
H6 -1.73108 -0.02511 1.53048
H7 -1.49487 -1.24680 0.29673
H8 -2.62835 1.23278 -1.02805
H9 -3.62829 -0.05292 -0.29596
H10 -2.48215 -0.30203 -1.54304
H11 0.31796 0.87414 2.48752
H12 1.18213 -0.54313 2.70891
H13 1.77235 0.99381 -3.04883
H14 1.62425 0.10971 -1.70501
O2 2.04446 1.01565 -2.13350

Properties
Multiplicity: 2
E_HOMO (spin up / spin down), eV: -9.434 / -9.410
⟨S²⟩: 0.754
Orbital gap (spin up / spin down), Eh: 0.3778 / 0.2609

Atom charges from the natural (NBO) analysis, given in e for atoms 1 to 2:
1 C -0.155
2 O -0.253



two.
The following is a DFT calculation (ωB97M-V/def2-TZVPD) of a structure of composition C5H14NO2.

Atoms and positions in Å:
C1 -2.08860 1.79771 1.44899
C2 -0.73675 1.11747 1.53386
N1 -0.31552 0.45476 0.29603
C3 -1.35230 -0.46075 -0.21212
C4 0.97477 -0.18280 0.52492
C5 1.70668 -0.57304 -0.79151
O1 1.13368 -1.71455 -1.26696
H1 -2.17194 2.49417 2.28634
H2 -2.94456 1.13995 1.59136
H3 -2.21289 2.28545 0.48186
H4 0.02976 1.87224 1.72067
H5 -0.70504 0.38207 2.36220
H6 -1.70787 -1.13870 0.57567
H7 -0.90634 -1.08784 -0.97858
H8 -2.13476 0.17166 -0.62155
H9 1.53438 0.56677 1.08459
H10 0.92436 -1.10781 1.12383
H11 2.76299 -0.68772 -0.48073
H12 1.76142 0.28151 -1.47459
H13 1.52512 -1.82543 -2.47785
H14 2.92574 -1.95290 -3.28232
O2 1.99767 -1.83222 -3.44411

Properties
Multiplicity: 2
E_HOMO (spin up / spin down), eV: -9.044 / -8.956
⟨S²⟩: 0.755
Orbital gap (spin up / spin down), Eh: 0.3652 / 0.2266

Atom charges from the natural (NBO) analysis, given in e for atoms 1 to 2:
1 C -0.626
2 C -0.213



In order of decreasing stability: two, one.